(1)
55
Properties=species:S:1:pos:R:3:forces:R:3 method="wB97M-V/def2-TZVPD" lumo_energy_ev=0.32 e_homo_ev=-8.2550 gap_ev=8.5796 smiles="O=C(CSc1nnc(CCc2nc3ccccc3[nH]2)n1-c1ccccc1)NCc1ccco1" largest_force_ev_per_a=0.95 relative_energy_ev=0.140
C -3.024718 -2.947152 -1.784359 -0.141 0.690 0.338
H -6.097198 -1.487558 -0.000435 -0.064 0.040 0.035
C -1.128787 -2.114843 -2.291124 -0.091 0.067 -0.085
C -3.028807 -1.607321 -1.323003 -0.270 -0.617 -0.146
H -0.633194 1.349009 3.384698 -0.106 0.153 0.045
H -0.677300 3.066468 3.873258 -0.037 -0.198 -0.024
C 4.898357 0.135231 -0.880365 -0.158 -0.056 -0.020
S 3.185216 2.393551 0.718101 0.275 0.264 0.231
N 0.863916 1.495274 -0.386476 0.656 0.621 0.206
C 1.307778 -1.829317 -1.701271 -0.033 -0.142 -0.181
H 7.015172 0.082975 -1.132052 0.079 0.045 -0.036
N 0.406138 0.390068 -1.001663 -0.208 -0.743 -0.488
C 3.785858 -0.537566 -0.391659 0.581 -0.311 0.048
C -0.831269 2.371614 3.042452 -0.020 0.269 0.037
C 1.167359 3.542541 2.251582 0.051 -0.031 -0.459
H -2.882701 0.432994 2.022863 0.121 -0.235 0.031
C 3.922749 -1.776887 0.220314 -0.056 0.157 -0.008
H -6.111108 -3.798041 -0.785255 -0.063 -0.050 0.008
H -5.162781 1.705280 1.310324 -0.230 -0.017 -0.087
C 6.291960 -1.676635 -0.148856 0.049 -0.010 0.004
H 1.082681 -2.576303 -0.933913 0.113 -0.034 -0.040
H 0.295697 -1.046922 -3.444344 0.055 -0.054 -0.058
H 0.013333 2.327360 1.084416 0.089 0.179 0.149
H 3.054518 -2.283938 0.612856 -0.093 -0.025 0.039
H 5.287517 -3.304590 0.814275 0.012 -0.080 0.040
N 0.116422 2.743350 2.008501 -0.396 -0.160 -0.025
C -4.124683 -1.056640 -0.679193 0.003 0.125 0.063
H -4.149070 -4.771927 -1.944179 -0.001 -0.124 -0.040
N 2.508107 0.046588 -0.516248 -0.736 0.515 0.048
H -4.675550 4.333095 1.828007 -0.003 0.177 0.029
N -1.817239 -3.217523 -2.379843 0.405 -0.394 -0.313
C -4.142052 -3.752078 -1.594139 0.060 0.064 -0.003
O 1.421574 4.041823 3.325762 0.213 0.246 0.377
C -4.055728 3.468021 1.955728 -0.670 -0.522 -0.349
H 7.270534 -2.121207 -0.053085 0.087 -0.038 0.008
C 2.123950 1.293920 -0.099969 -0.200 0.069 -0.034
C -5.220931 -1.875705 -0.499035 -0.040 0.126 0.072
H 2.687240 4.639494 1.202381 -0.084 -0.065 -0.002
O -2.826482 3.660611 2.457055 0.406 0.324 0.193
C -5.227666 -3.198113 -0.948679 -0.132 -0.181 -0.006
N -1.805152 -1.104625 -1.672817 -0.097 -0.032 -0.086
H -1.387153 -0.211011 -1.439675 0.059 -0.051 0.025
C 0.254511 -1.939440 -2.816252 0.120 0.020 0.123
C 2.041502 3.781336 1.020702 0.076 -0.269 0.022
C 1.368641 -0.481907 -1.079335 0.111 0.013 -0.011
C 6.149840 -0.439000 -0.754006 0.051 0.003 0.031
H -4.116310 -0.032153 -0.339565 -0.043 0.120 0.044
H 2.297506 -2.058421 -2.106024 -0.068 -0.045 0.047
C -4.271679 2.149261 1.704306 -0.100 0.582 0.007
C 5.179411 -2.342704 0.337067 0.002 -0.055 -0.016
H 1.449702 3.919512 0.117817 0.006 0.101 0.003
C -2.230745 2.451865 2.536190 0.040 -0.946 -0.030
H 4.779098 1.097361 -1.354110 -0.024 0.081 -0.069
C -3.078377 1.484587 2.078795 0.507 0.365 0.294
H 0.480394 -2.813661 -3.426519 -0.065 0.069 0.021



(2)
52
Properties=species:S:1:pos:R:3:forces:R:3 method="wB97M-V/def2-TZVPD" lumo_energy_ev=-1.83 e_homo_ev=-8.6083 gap_ev=6.7825 largest_force_ev_per_a=3.32
H -0.393686 5.245860 -1.050976 0.154 -0.198 -0.147
H -0.661963 2.950920 -0.121598 0.151 0.099 -0.242
C 1.274767 3.489140 -3.455421 -0.104 -0.012 0.198
H -2.006058 -1.263365 4.534036 0.389 -0.329 0.481
C 0.395881 -2.007922 2.349222 -0.057 0.507 -0.472
C 2.567364 -0.795505 -1.608823 -0.457 -0.122 -0.369
H -3.922921 0.827885 -3.937552 0.091 -0.196 0.213
H 1.349411 -2.760443 -4.740857 0.142 0.140 0.234
H 0.998505 -0.473992 7.994353 0.062 0.181 -0.442
C -4.051274 -0.884224 -2.617425 0.187 0.051 0.066
H -3.893863 -2.505865 -1.189662 0.068 0.243 -0.125
B -0.023967 0.089997 7.655027 -0.106 0.353 0.514
H -1.668796 -1.788145 -0.342587 -0.139 0.148 -0.215
Al 0.082253 0.138285 2.936381 1.453 -0.549 2.162
H -0.973570 -0.600539 8.003787 0.046 0.315 -0.504
C 0.270139 -1.525821 4.576470 -1.259 -1.313 -0.250
N -0.040166 0.846424 5.010582 -0.260 0.065 1.233
H 0.864332 5.591831 -3.177078 -0.033 -0.276 0.120
Cl 1.847624 1.234828 2.311932 -1.168 0.056 -0.076
C -3.433274 0.248318 -3.153741 0.079 -0.127 0.188
H -5.028962 -1.197659 -2.984792 0.260 0.083 0.106
H 2.893873 -0.246545 -0.721934 -0.054 -0.163 -0.239
H -1.842554 -2.161850 2.035735 0.553 0.457 0.481
H 4.514442 -1.610200 -2.036056 -0.274 -0.025 -0.087
C -1.059789 -1.542607 4.083332 -0.297 -0.254 -0.562
H 1.535194 1.346653 -3.486891 -0.136 0.235 0.181
C 1.696343 -2.207157 -3.866794 0.087 0.096 0.187
C -3.417261 -1.617705 -1.606135 0.028 0.074 -0.102
C 0.786192 -1.429577 -3.144151 0.307 0.099 0.225
C 0.032467 4.393091 -1.580580 0.025 -0.086 -0.113
C 1.110955 2.196261 -2.948800 -0.232 0.183 0.298
H 1.828162 3.631607 -4.384724 -0.159 0.009 0.258
H 3.742125 -2.879179 -4.039742 -0.192 0.170 0.166
C 3.035047 -2.273643 -3.471095 -0.141 0.148 0.119
P 0.115873 0.346967 -0.978214 -0.171 0.067 -0.595
H -0.256853 -1.383213 -3.462173 0.300 0.006 0.112
C 1.216594 -0.711150 -2.015525 0.302 -0.276 0.127
H 0.599146 -1.690798 5.573419 -0.038 0.982 0.775
C -0.126777 3.109736 -1.060686 0.321 -0.266 -0.532
C -0.038364 0.513054 6.148424 -0.085 0.967 -2.619
C -2.170680 -1.219448 -1.129234 0.002 0.491 -0.476
C 0.735900 4.585441 -2.776651 -0.056 -0.222 0.086
H 0.798536 -2.532810 1.458800 -0.248 1.081 0.542
H -1.702664 1.537474 -3.113918 -0.109 -0.275 0.150
C -1.534344 -0.084655 -1.679989 -0.268 -0.113 0.111
C 0.400678 1.996687 -1.752430 0.077 0.364 0.181
H 2.192715 -1.753954 3.663598 0.465 0.293 -0.257
C -0.999584 -1.890587 2.693133 0.674 0.579 -0.553
C -2.177673 0.651625 -2.688415 -0.068 -0.353 0.216
H -0.076899 1.217761 8.123493 -0.022 -0.217 0.327
C 1.148372 -1.586900 3.516297 0.037 -3.169 -0.976
C 3.469039 -1.564383 -2.343391 -0.128 -0.001 -0.102



(3)
65
Properties=species:S:1:pos:R:3:forces:R:3 method="wB97M-V/def2-TZVPD" lumo_energy_ev=-0.95 e_homo_ev=-7.4967 gap_ev=6.5500 largest_force_ev_per_a=1.80 relative_energy_ev=0.779
H -2.160559 -2.983012 3.337473 -0.002 -0.022 -0.018
Rh -0.262633 0.440614 -0.996352 0.188 -0.405 0.289
C -0.290982 -0.865506 1.476307 -0.052 -0.021 0.139
N 2.202593 0.526762 -2.656898 0.116 0.003 0.019
C 1.610314 -1.347218 3.408565 -0.087 -0.054 0.202
C -2.185112 3.814425 -2.842765 0.007 0.031 -0.043
C 4.718523 -5.039287 4.506540 -0.003 -0.002 -0.004
N 0.058960 -3.001003 4.452324 -0.090 1.513 0.970
H 2.824563 0.103662 2.378081 0.001 -0.007 0.012
O -1.146466 2.322719 0.189220 -0.017 -0.302 -0.225
H -3.847345 5.129912 -3.209907 0.021 0.020 -0.018
C 1.381570 2.488342 -2.854787 0.085 0.045 0.148
C -1.816652 2.130696 -4.358400 -0.208 -0.072 0.056
C -2.852592 2.560989 -5.170906 -0.004 -0.008 0.024
C 0.415724 -2.045402 3.478624 0.243 -0.522 -0.630
C -3.280636 4.277842 -3.564671 0.032 0.044 -0.059
C -1.704849 4.484100 -1.584215 0.044 -0.110 -0.022
H -0.721371 4.074630 -1.350388 0.056 0.155 -0.084
H 2.358291 -1.517737 4.171404 0.030 0.000 -0.035
C -2.770565 -2.012763 1.530374 -0.005 -0.017 0.054
O 1.158898 0.655929 0.406471 0.136 -0.195 -0.089
H -2.906722 2.078447 -0.869266 -0.031 0.049 0.001
H -1.251002 1.239119 -4.606265 0.019 0.026 -0.014
H -3.122119 2.481091 0.845093 0.058 -0.025 0.038
C 2.921281 -4.447511 5.957397 -0.008 0.117 -0.001
N 4.161282 0.868077 -3.881984 0.034 0.105 0.116
H -3.070122 2.044421 -6.095182 -0.009 -0.015 0.010
N 2.945195 1.294127 -3.377361 -0.037 -0.014 0.011
C 4.200274 -4.950730 5.785629 0.018 0.000 0.001
C 0.961714 -0.189897 1.385119 0.011 0.070 0.137
C -1.892280 -2.314646 2.531272 -0.010 -0.025 -0.054
H -1.136749 1.660884 0.889441 0.028 0.281 0.307
O -1.872906 0.000508 -2.202962 0.115 0.016 -0.225
N 2.512253 2.522936 -3.541782 0.034 0.005 0.004
Br 6.458863 -5.736740 4.245520 -0.018 0.019 0.003
H 0.715757 3.319332 -2.745271 -0.040 -0.031 -0.055
H 4.783388 -5.276137 6.635555 -0.003 -0.005 -0.001
O -2.537122 -2.346051 -2.433655 -0.020 -0.024 0.064
S 0.241958 -1.603483 -1.830886 -0.038 -0.174 -0.112
H 2.482840 -4.377013 6.944043 -0.006 -0.026 0.001
H -2.218914 4.736003 0.481006 -0.092 0.014 0.035
H 4.385561 -4.731540 2.411211 -0.014 -0.021 -0.003
C -2.381905 -1.147867 0.491882 -0.016 0.078 -0.034
H -3.627878 4.452521 -0.550575 0.004 0.008 -0.029
H -3.761084 -2.443049 1.502378 -0.006 0.013 0.016
H -1.586888 5.557101 -1.742157 -0.166 0.040 0.084
H -3.032015 -0.916985 -0.340272 0.016 -0.040 -0.019
C 2.166838 -4.009553 4.871558 0.564 0.787 0.188
N -1.495173 2.740718 -3.218131 0.094 0.051 -0.171
O -1.326538 -1.241015 -4.252861 -0.006 0.000 0.011
C 1.885204 -0.432517 2.397833 -0.039 0.173 -0.070
C 3.971606 -4.640712 3.405916 0.026 -0.087 -0.028
C 2.702349 -4.126191 3.585143 -0.163 -0.185 -0.004
S -1.569771 -1.365195 -2.841256 0.161 0.356 0.042
C -2.586173 4.171215 -0.378840 0.139 -0.066 0.144
N -1.192582 -0.594110 0.479686 -0.078 0.165 0.035
H 4.233817 1.213808 -4.832027 -0.018 -0.094 -0.023
C -0.594929 -1.745577 2.525507 0.039 -0.121 -0.137
C -3.608046 3.646914 -4.753153 -0.001 0.010 0.018
C -2.527805 2.690712 -0.045724 -0.090 -0.022 -0.158
N 0.853089 -3.581351 5.213654 -0.495 -1.562 -0.608
N 1.181628 1.282708 -2.307427 -0.431 0.052 -0.152
H 2.126841 -3.838338 2.717070 0.014 0.033 0.010
H -4.438064 4.002236 -5.350602 -0.010 -0.009 0.008
H 4.155397 -0.145380 -3.850350 -0.019 0.007 -0.075



(4)
60
Properties=species:S:1:pos:R:3:forces:R:3 method="wB97M-V/def2-TZVPD" charge=+1 lumo_energy_ev="-3.07 / -3.06" e_homo_ev="-9.2377 / -9.4337" gap_ev="6.1703 / 6.3701" s2=1.246 largest_force_ev_per_a=1.66 spin_multiplicity=2 relative_energy_ev=0.000
H -1.093347 -0.761921 2.618468 -0.046 -0.060 0.055
C -2.927612 0.963544 -0.272344 0.684 1.186 0.819
P 0.170093 -0.698329 0.519072 0.378 -0.581 -0.343
H 1.282769 -2.087075 -1.153479 -0.006 -0.016 0.001
Mn -0.248028 1.083144 -1.034909 -0.027 -0.262 -0.156
H -3.694260 3.202592 1.229781 -0.030 0.022 0.045
H 1.303271 -3.354581 3.596660 -0.102 -0.012 0.026
H 2.913143 -2.756694 0.438864 0.010 0.003 0.018
H 0.818033 -1.651311 3.847185 -0.081 -0.015 -0.007
C 2.091169 0.185260 -2.847536 -0.273 -0.040 -0.070
O -3.916777 1.018701 0.444856 -0.267 -0.285 -0.167
O 2.567404 3.533164 0.374647 0.365 -0.023 -0.141
C -2.351752 4.670886 2.023742 0.506 0.165 0.034
C -0.087883 -3.800688 1.353969 0.075 -0.144 -0.220
C -0.929207 -1.490531 1.822821 -0.217 0.690 -0.365
H -1.004092 -3.106615 3.107900 -0.004 0.012 0.040
C -3.757598 -1.790439 -2.692750 0.300 -0.011 -0.250
C 3.428782 0.140472 -3.175268 0.315 0.138 0.033
H 1.613152 0.022548 2.358674 0.042 0.038 -0.033
C 0.991829 -2.431286 3.107020 0.215 0.057 0.048
C 1.712525 -0.722287 1.565581 -0.254 0.249 -0.134
N -1.815898 1.745813 -0.217705 -1.534 -0.626 -0.151
H -4.758067 -0.784820 -1.052662 -0.010 0.008 -0.033
C -2.563820 -1.825427 -3.408316 -0.376 -0.125 0.040
H 0.228812 -4.701394 1.881363 -0.033 0.057 0.097
C -1.028347 5.114367 2.097664 -0.472 -0.130 0.006
H 2.563215 -0.422288 0.950645 0.014 -0.027 0.015
N -1.623747 -0.100142 -2.032015 -0.637 -0.442 0.250
Cl -3.601557 5.510537 2.860346 -0.155 -0.005 0.049
N 0.525793 2.560337 -0.132030 1.260 0.253 -0.242
N -0.349562 -2.731209 2.420496 0.083 -0.013 -0.062
H -4.582410 -2.432696 -2.969709 -0.006 -0.026 0.060
C -2.674399 3.547864 1.280062 0.046 -0.313 -0.195
N 0.920922 -3.380896 0.450559 0.105 -0.213 -0.072
N 1.964839 -2.034701 2.156650 0.162 -0.089 0.057
C 3.803579 1.816947 -1.528888 -0.006 0.200 0.199
C 0.502354 -2.281202 -0.415151 -0.084 0.259 0.165
N 1.582182 0.985704 -1.901546 0.941 -0.099 0.174
C 2.443430 1.813131 -1.259132 0.163 -0.410 -0.507
H -2.434266 -2.502501 -4.240789 0.044 0.043 -0.022
C -1.674674 2.865484 0.595203 0.570 0.600 0.451
H 5.369830 0.953005 -2.722704 0.012 0.024 0.028
H 4.424632 2.501950 -0.967031 -0.032 0.013 -0.003
C 2.163065 -3.080149 1.158146 -0.094 0.016 0.016
C 1.867503 2.747238 -0.241251 -1.058 0.372 0.658
C -2.797900 -0.051638 -1.354119 0.068 -0.569 -0.662
C -1.543689 -0.973574 -3.043110 0.360 0.199 -0.037
C -0.330799 3.334287 0.647456 -0.845 0.052 0.357
H 1.381075 -0.436371 -3.377011 0.007 -0.055 0.050
C -3.864167 -0.890001 -1.653280 -0.048 0.247 0.261
H 3.778621 -0.523647 -3.952916 -0.066 -0.010 -0.013
C 4.313747 0.968744 -2.490707 -0.210 -0.185 -0.172
H -0.613505 -0.975072 -3.596399 0.010 -0.033 0.018
H -1.899365 -1.719864 1.378408 -0.007 -0.088 0.057
Cl -0.621687 6.478621 3.069333 0.109 0.107 0.011
H -0.400757 -2.563941 -0.961659 0.008 0.007 -0.011
H 2.519306 -3.985356 1.653554 -0.015 0.021 0.008
H -1.026230 -3.991533 0.833758 -0.046 0.070 0.069
H 0.992888 4.817456 1.445756 0.007 0.028 0.064
C -0.022580 4.458405 1.405772 0.179 -0.230 -0.213